Entry from the OMol25 dataset: an isolated molecule of C8H7N in a non-equilibrium geometry (ωB97M-V/def2-TZVPD).

Structure (XYZ):
```
16
Properties=species:S:1:pos:R:3:forces:R:3:nbo_charge:R:1
C 1.24901 1.67746 0.33294 0.40 -1.87 0.81 -0.258
C 0.19373 2.62992 0.69740 -0.90 0.36 -1.06 -0.649
C 0.89803 -0.85538 0.14784 0.33 0.00 -0.90 -0.161
H 2.20860 2.00682 -0.01936 0.23 0.40 -0.13 0.227
C -1.14509 -1.55086 0.48828 1.16 -2.64 0.34 -0.165
C -1.33446 -1.12982 -0.73464 1.89 -0.57 -0.98 -0.279
C 1.07357 0.37369 0.38470 1.02 1.19 0.29 0.091
H 0.62362 3.61222 0.62001 -0.37 0.64 0.45 0.221
N 0.62061 -2.59495 -1.15630 -1.28 -3.33 1.54 -0.556
H -2.17313 -0.82058 -1.26976 -1.02 0.95 -0.66 0.225
C 0.14157 -1.34733 -1.13422 -1.63 5.04 -5.02 0.159
C 0.38408 -2.17668 0.28481 -0.28 -1.11 3.97 0.100
H -0.52437 2.50528 -0.10480 -0.30 0.58 -0.63 0.222
H -1.67773 -1.44841 1.38726 -0.78 -0.39 1.04 0.218
H -0.49192 2.45942 1.52245 0.82 -0.07 0.79 0.229
H -0.04612 -3.34081 -1.44661 0.71 0.80 0.17 0.377
```
Positions in Å, forces in eV/Å.

As for the expectation value of S²: 2.014. As for the energy above the lowest of the compared OMol25 structures with the same formula, charge and spin: 624.2 kJ/mol. As for the HOMO-LUMO gap (alpha / beta): 0.2348 / 0.2552 hartree. The multiplicity is 3. The HOMO energy (alpha / beta) comes out at -5.46 / -8.73 eV.

***

Entry from the OMol25 dataset: a structure of composition C27H31NO4P2SZr in a non-equilibrium geometry (ωB97M-V/def2-TZVPD).

Structure (XYZ):
```
67
Properties=species:S:1:pos:R:3:forces:R:3:nbo_charge:R:1
C 4.17908 -1.31757 -3.32976 -0.10 -0.26 0.08 -0.191
H -1.89563 3.04096 -0.26088 -0.17 -0.04 -0.07 0.275
C 3.99505 0.06987 -3.39224 -0.31 -0.37 -0.06 -0.159
H -3.68969 -1.31021 -0.57640 -0.04 0.14 -0.01 0.261
H 1.06064 -3.59254 -2.07422 -0.08 0.14 0.17 0.267
C 1.17040 1.12499 6.92900 -0.17 0.09 0.54 -0.651
H -4.66370 0.17313 -0.35596 0.22 0.02 -0.06 0.283
C 2.16722 0.30683 4.78360 0.14 0.02 -0.69 -0.158
H 3.00136 -0.36878 2.89358 -0.06 0.47 0.25 0.247
C 0.66662 3.55481 -3.95663 -0.42 -0.25 -0.15 -0.163
C -2.31236 0.77232 -2.40747 0.35 -0.34 -0.25 -0.692
C 2.77865 0.61815 -2.98031 0.05 -0.55 -0.05 -0.039
H -3.70215 -0.48788 0.98668 -0.20 -0.03 -0.02 0.256
H 0.98931 3.46569 2.84181 0.21 -0.29 0.38 0.249
C -0.70058 3.78929 -4.16344 -0.19 -0.07 0.00 -0.185
C 2.10982 1.61524 2.77092 -0.51 -0.22 -0.18 -0.390
O 1.02994 2.13187 0.49762 -0.16 -0.82 -0.12 -1.042
H 3.31015 -3.25010 -2.78791 0.18 0.43 -0.10 0.225
H -2.94978 2.39344 1.00452 -0.06 0.08 -0.17 0.259
O 3.34723 2.96040 0.82197 -0.88 -1.22 -0.08 -0.826
S 2.47001 1.85246 1.05464 0.86 0.63 1.01 2.370
N 0.50497 0.30194 -2.21213 -0.84 -0.26 2.86 -0.849
H 0.61527 1.97802 7.32626 0.07 -0.09 -0.07 0.235
H -3.32754 1.05387 -2.71332 0.10 -0.03 0.20 0.265
Zr 0.20684 0.30151 -0.00150 3.63 3.02 -5.31 2.024
H 5.12044 -1.76590 -3.66312 -0.37 0.25 0.15 0.242
C -2.73980 2.36754 -0.07150 0.34 0.18 0.55 -0.926
H -1.09286 -4.35618 -0.21496 0.18 0.03 -0.05 0.283
H 1.41620 4.24279 -4.36357 -0.34 -0.21 0.27 0.240
H 1.54225 -4.14229 0.53885 -0.09 0.04 -0.08 0.276
C -0.49365 -0.24333 2.07114 -1.36 -0.91 7.89 0.443
H -2.11459 -0.24574 -2.78299 -0.10 0.23 0.11 0.257
P 0.17664 -2.27938 -0.22943 1.00 -1.81 -1.15 0.757
H 3.18264 2.64105 -3.60556 -0.11 -0.08 0.29 0.250
H 2.36634 -2.58025 0.73903 0.03 0.04 -0.15 0.279
C 0.78408 -2.53545 -1.96664 0.02 0.26 -0.60 -0.683
C 3.16805 -2.16506 -2.84335 0.06 0.00 0.08 -0.182
O -0.68068 -0.36613 3.21337 0.59 0.39 -5.49 -0.284
C 1.93133 -1.65643 -2.44628 0.19 0.98 0.06 -0.101
H 0.57399 0.22654 7.12672 0.07 0.11 -0.18 0.239
C 1.40664 -3.09368 0.80674 0.13 0.07 0.49 -0.940
C 1.07204 2.40783 -3.27091 -0.52 0.02 -0.21 -0.014
H 0.51492 3.19654 5.28558 -0.20 0.16 0.06 0.237
C 1.75108 -0.25046 -2.56412 0.41 -0.54 0.27 0.195
H -1.79953 -3.11096 0.81933 -0.09 -0.13 0.17 0.253
C -1.30068 1.74095 -2.99196 0.91 0.16 0.15 0.013
H 1.08607 -3.03297 1.84775 0.01 -0.13 0.08 0.252
P -2.29044 0.66778 -0.54122 -1.81 0.98 -1.64 0.761
H 2.49854 -0.56698 5.31936 0.02 -0.23 0.05 0.228
H -3.61568 2.72256 -0.62777 0.18 -0.22 0.06 0.279
C -1.67154 2.90285 -3.66883 0.00 0.01 0.17 -0.221
C 1.33323 2.58772 3.40187 0.26 0.10 0.57 -0.189
C 0.09169 1.48512 -2.85555 -0.48 0.48 0.44 0.086
C 2.50786 2.10299 -2.92756 0.09 0.04 0.18 -0.445
O 2.81416 0.50175 0.55899 -1.27 0.18 -0.46 -0.939
H -1.03762 4.67215 -4.71569 0.23 -0.34 0.23 0.243
C 1.46827 1.29564 5.47347 0.12 -0.05 -0.27 0.026
H -2.02593 -3.02180 -0.91171 0.09 0.03 -0.15 0.259
H 2.70771 2.45571 -1.88638 -0.02 -0.07 -0.61 0.236
C -3.72844 -0.33032 -0.09420 0.14 -0.44 0.42 -0.929
H -2.74311 3.08662 -3.80787 0.47 0.15 -0.07 0.226
H 2.07786 1.01606 7.53522 -0.05 0.07 -0.27 0.252
H -0.08724 -2.35714 -2.62174 0.17 -0.07 0.27 0.261
C -1.31180 -3.29202 -0.13587 -0.51 0.20 0.32 -0.932
H 4.78187 0.72078 -3.79014 -0.28 -0.29 0.26 0.238
C 1.05153 2.42435 4.76245 0.03 0.07 -0.58 -0.188
C 2.47631 0.43272 3.42591 0.18 0.12 0.26 -0.209
```
Positions in Å, forces in eV/Å.

As for the energy above the lowest of the compared OMol25 structures with the same formula, charge and spin: 65.7 kJ/mol. As for the charge: +2. As for the HOMO-LUMO gap (alpha / beta): 0.1498 / 0.1497 hartree. The HOMO energy (alpha / beta) comes out at -12.93 / -12.92 eV.

***

Calculated total energy values (in eV) by entry order: -9887.76862; -68862.82980.